Here is a gas-phase ion, C5H8N (charge +1) at a distorted geometry from the OMol25 dataset. Energies are from ωB97M-V/def2-TZVPD.

Computed properties:
Frontier orbital gap ... 8.812 eV
HOMO level ... -14.303 eV
Electronic energy ... -249.62890 hartree
Net charge ... +1
Structure (SMILES) ... C=C[C@@H]1C[N+]1=C
Energy relative to the best compared isomer or geometry (same formula, charge and spin) ... 123.1 kcal per mole
Maximum force ... 5.2 eV/A

```
14
Properties=species:S:1:pos:R:3:forces:R:3:mulliken_charge:R:1
N 0.377498 -1.211328 -0.153026 0.4 -2.2 0.6 0.127
C -0.012159 -2.072007 0.691746 -2.3 0.4 -3.4 -0.225
C -0.960011 1.956936 1.020087 2.5 -3.0 -1.3 -0.576
C 0.985418 0.016669 -0.380563 -3.6 3.3 1.8 -0.108
C -0.040922 1.451607 0.142105 0.8 0.3 -2.9 -0.165
C 0.494164 -0.834109 -1.516837 0.3 1.9 -2.6 -0.397
H 0.151687 -1.934158 1.673859 1.0 0.5 3.3 0.359
H 0.141176 2.120983 -0.796421 0.0 -1.0 2.0 0.208
H -0.847090 -2.715274 0.404204 0.9 -0.7 -0.3 0.277
H 2.003687 0.124010 -0.213840 1.7 0.3 0.5 0.386
H -1.439795 1.508107 1.863168 0.1 -0.5 0.4 0.271
H 1.325268 -1.197028 -2.253556 -1.7 -0.1 1.9 0.283
H -1.171106 2.961865 0.846976 -0.6 1.5 -0.4 0.256
H -0.405645 -0.411407 -2.015516 0.5 -0.9 0.4 0.305
```
Forces are in eV/Å.